# 1
{
  "formula": "C3H3ClO",
  "method": "ωB97M-V/def2-TZVPD",
  "orbital_gap_ev": 10.85,
  "homo_energy_ev": -9.93,
  "total_charge": 0,
  "spin_multiplicity": 1,
  "symbols": ["C", "C", "C", "O", "Cl", "H", "H", "H"],
  "coordinates": [[3.8579, -0.9562, -0.4930], [-0.4433, -0.5284, 0.3925], [0.4740, 0.3906, 0.7772], [4.1015, -0.1095, -1.2003], [2.2381, 0.1561, 0.8347], [-1.4872, -0.3508, 0.0352], [-0.0655, -1.6332, 0.2297], [0.3104, 1.5206, 0.9492]],
  "mulliken_charge": [0.1083, -0.4636, -0.0777, -0.1572, -0.1322, 0.2524, 0.1903, 0.2798]
}

# 2
{
  "formula": "C2H6OS2",
  "method": "ωB97M-V/def2-TZVPD",
  "orbital_gap_ev": 9.29,
  "homo_energy_ev": -8.85,
  "total_charge": 0,
  "spin_multiplicity": 1,
  "symbols": ["S", "S", "H", "H", "C", "C", "O", "H", "H", "H", "H"],
  "coordinates": [[1.8207, 1.3382, 1.0789], [1.6484, -0.5022, 0.1460], [1.5796, 2.1636, 0.0481], [0.4232, -0.3843, -0.3799], [-2.6544, -1.6072, -0.1614], [-2.0863, -0.8213, -1.0655], [-2.3522, 0.5474, -1.1238], [-2.1120, -2.5019, 0.0806], [-3.3685, -1.1247, 0.4829], [-1.5468, -1.1112, -1.9628], [-3.1285, 0.7438, -1.6592]],
  "mulliken_charge": [-0.1762, -0.1398, 0.1630, 0.1403, -0.5055, -0.3181, -0.4929, 0.2620, 0.2626, 0.5064, 0.2982]
}

# 3
{
  "formula": "C22H21BF2N2ORh",
  "method": "ωB97M-V/def2-TZVPD",
  "s_squared": 6.07,
  "orbital_gap_ev": [6.36, 5.74],
  "homo_energy_ev": [-9.88, -11.99],
  "total_charge": 1,
  "spin_multiplicity": 5,
  "symbols": ["Rh", "C", "C", "C", "C", "C", "C", "N", "N", "C", "C", "C", "C", "C", "C", "H", "H", "H", "H", "H", "H", "H", "H", "H", "F", "B", "F", "C", "C", "C", "C", "C", "C", "C", "O", "C", "C", "C", "H", "H", "H", "H", "H", "H", "H", "H", "H", "H", "H", "H"],
  "coordinates": [[-1.8542, 0.4801, 0.5021], [0.1227, 1.8172, 5.6459], [0.1287, 2.3073, 4.3384], [-0.4868, 1.6021, 3.3365], [-1.1281, 0.3742, 3.6235], [-1.1062, -0.1290, 4.9480], [-0.4890, 0.6003, 5.9354], [-1.7833, -0.2263, 2.6193], [-2.5348, -1.2742, 2.7802], [-3.2266, -1.7170, 1.7353], [-4.0751, -2.8349, 1.8824], [-4.8005, -3.2867, 0.8104], [-4.7186, -2.6411, -0.4291], [-3.9351, -1.5038, -0.5853], [-3.1594, -1.0356, 0.4600], [0.5811, 2.3922, 6.4352], [0.5970, 3.2548, 4.1267], [-0.5341, 1.9740, 2.3078], [-1.5895, -1.0726, 5.1495], [-0.4830, 0.2289, 6.9488], [-4.1327, -3.3058, 2.8503], [-5.4455, -4.1446, 0.9223], [-5.2613, -3.0316, -1.2745], [-3.9235, -1.0004, -1.5438], [-4.1892, 2.1352, -0.3309], [-2.9863, 1.6944, -0.6399], [-2.4526, 2.3145, -1.6825], [5.6891, 0.1232, -3.7721], [4.3074, 0.1744, -3.2252], [4.0691, 0.4112, -1.8748], [2.7902, 0.4780, -1.3586], [2.6116, 0.7584, 0.0941], [1.6761, 0.3199, -2.2315], [0.3454, 0.5255, -1.7533], [0.0164, 0.6763, -0.5623], [1.9126, 0.0293, -3.6063], [0.8362, -0.2432, -4.6094], [3.2139, -0.0293, -4.0644], [6.4310, 0.2877, -2.9958], [5.8147, 0.8809, -4.5451], [5.8700, -0.8458, -4.2367], [4.9089, 0.5561, -1.2123], [3.5784, 0.8564, 0.5802], [2.0545, -0.0416, 0.5817], [2.0498, 1.6815, 0.2381], [-0.4236, 0.6126, -2.5341], [-0.1262, -0.4856, -4.1744], [1.1349, -1.0797, -5.2380], [0.7140, 0.6207, -5.2623], [3.3913, -0.2370, -5.1099]],
  "mulliken_charge": [-0.0079, -0.4482, -0.7256, -0.1901, 0.7891, -0.3269, -0.5387, 0.1640, -0.6071, 0.2978, -0.6966, -0.4625, -0.7022, -0.0676, 0.8507, 0.4107, 0.4041, 0.3606, 0.4643, 0.3881, 0.4946, 0.3895, 0.4191, 0.4019, -0.1854, 0.3215, -0.2189, -1.5266, 0.6809, -0.8556, 0.9699, -1.5479, 0.2225, -0.0920, -0.5942, 0.9070, -1.8407, -0.6261, 0.3593, 0.3563, 0.3598, 0.2935, 0.3998, 0.2585, 0.2707, 0.3243, 0.4146, 0.4374, 0.3485, 0.5016]
}

# 4
{
  "formula": "C21H17BaCl3GeN7OS2Se",
  "method": "ωB97M-V/def2-TZVPD",
  "s_squared": 0.75,
  "orbital_gap_ev": [7.39, 5.76],
  "homo_energy_ev": [-13.89, -13.89],
  "total_charge": 2,
  "spin_multiplicity": 2,
  "symbols": ["Ba", "S", "N", "C", "C", "C", "C", "C", "N", "C", "C", "N", "C", "C", "C", "C", "C", "N", "H", "H", "H", "H", "H", "H", "Se", "N", "C", "C", "C", "C", "N", "C", "N", "H", "H", "H", "O", "S", "C", "C", "C", "C", "H", "H", "H", "H", "H", "H", "H", "H", "Cl", "Ge", "Cl", "Cl"],
  "coordinates": [[0.3630, 0.6082, 0.3453], [-7.8445, 1.8028, -0.1174], [-6.7211, 1.8665, -1.2676], [-5.5660, 1.5757, -0.6908], [-4.2816, 1.5406, -1.3504], [-4.1237, 1.8367, -2.7070], [-2.8622, 1.7878, -3.2537], [-1.7982, 1.4476, -2.4250], [-1.9262, 1.1596, -1.1369], [-3.1563, 1.2006, -0.5905], [-3.2841, 0.8762, 0.8418], [-2.1666, 0.5266, 1.5132], [-2.2714, 0.2338, 2.8046], [-3.4704, 0.2622, 3.5098], [-4.6167, 0.6126, 2.8348], [-4.5311, 0.9229, 1.4756], [-5.6865, 1.2816, 0.6861], [-6.9311, 1.3580, 1.1308], [-4.9933, 2.0971, -3.2956], [-2.6873, 2.0054, -4.2974], [-0.7924, 1.4045, -2.8359], [-1.3578, -0.0578, 3.3154], [-3.4861, 0.0117, 4.5606], [-5.5807, 0.6511, 3.3247], [1.6864, 4.3161, -1.8826], [2.0715, 5.5517, -0.7054], [1.7985, 5.0673, 0.4960], [1.9608, 5.7474, 1.7341], [1.6419, 5.0631, 2.8620], [1.1739, 3.7175, 2.7785], [1.0052, 3.0503, 1.6657], [1.3091, 3.7234, 0.5179], [1.1680, 3.1346, -0.6618], [2.3276, 6.7644, 1.7581], [1.7431, 5.5206, 3.8355], [0.9356, 3.1913, 3.6963], [1.7053, -1.4826, 0.7932], [2.6102, -2.6954, 1.0209], [4.0663, -2.0450, 1.9059], [4.0959, -2.7062, 3.2824], [2.6383, -2.8656, 3.7025], [1.9537, -3.5060, 2.5018], [3.8742, -0.9734, 1.9691], [4.9542, -2.2107, 1.2993], [4.6747, -2.1026, 3.9802], [4.5765, -3.6842, 3.2222], [2.1924, -1.8922, 3.9203], [2.5284, -3.4876, 4.5895], [0.8700, -3.4171, 2.4552], [2.2195, -4.5604, 2.4007], [3.6703, -2.0309, -2.5636], [2.6735, -0.2159, -2.1360], [3.8494, 0.8729, -0.6804], [2.5204, 1.0435, -3.8539]],
  "mulliken_charge": [1.7873, 0.2235, -0.6343, 0.8477, 0.4790, -0.5057, -0.8749, -0.2144, -0.1081, -0.5533, -0.4625, -0.1428, -0.3010, -0.7829, -0.4635, 0.5495, 0.7982, -0.6373, 0.5642, 0.4649, 0.4329, 0.4705, 0.4485, 0.5583, 0.3891, -0.7530, 0.6020, -0.4607, -0.5413, -0.4632, -0.3116, 0.6660, -0.3547, 0.4924, 0.4042, 0.4344, -0.5764, 0.3198, -0.4710, -0.7145, -0.4308, -0.7483, 0.2435, 0.4247, 0.3449, 0.3299, 0.1711, 0.3644, 0.4054, 0.3890, -0.2130, 0.6011, -0.2301, -0.2574]
}

# 5
{
  "formula": "C21H20N6O3S",
  "method": "ωB97M-V/def2-TZVPD",
  "orbital_gap_ev": 7.14,
  "homo_energy_ev": -8.17,
  "total_charge": 0,
  "spin_multiplicity": 1,
  "symbols": ["C", "C", "C", "N", "C", "S", "N", "N", "C", "C", "C", "C", "C", "C", "C", "C", "C", "H", "H", "N", "O", "O", "H", "H", "H", "H", "H", "H", "H", "C", "O", "N", "C", "C", "C", "C", "C", "C", "H", "H", "H", "H", "H", "N", "C", "H", "H", "H", "H", "H", "H"],
  "coordinates": [[4.2323, 0.7889, -1.9559], [3.3013, 0.9752, -0.8148], [3.4596, 0.6023, 0.4882], [4.5364, -0.1458, 0.9953], [4.7422, -1.4562, 0.7744], [6.1954, -2.1853, 1.0586], [3.7168, -2.2140, 0.2756], [2.4612, -1.7991, 0.3104], [1.4810, -2.5630, 0.0074], [0.1635, -2.0385, 0.1622], [-0.9653, -2.6950, -0.1649], [-2.3006, -2.1787, 0.0336], [-2.5725, -1.1601, 0.9576], [-3.8504, -0.6747, 1.1122], [-4.8829, -1.1960, 0.3377], [-4.6432, -2.2267, -0.5671], [-3.3642, -2.7150, -0.7065], [-3.1697, -3.5122, -1.4086], [-5.4652, -2.6215, -1.1446], [-6.2067, -0.6620, 0.4718], [-6.3547, 0.3074, 1.1896], [-7.1018, -1.2015, -0.1477], [-4.0695, 0.1037, 1.8261], [-1.7791, -0.7628, 1.5697], [-0.8950, -3.6664, -0.6386], [0.1252, -1.0458, 0.5856], [1.6178, -3.5974, -0.3246], [3.9529, -3.1903, 0.0768], [5.2546, 0.3289, 1.5250], [2.2923, 1.0328, 1.2407], [1.9980, 0.9090, 2.4099], [1.4966, 1.6678, 0.2810], [0.1182, 1.8960, 0.4153], [-0.3588, 2.5213, 1.5627], [-1.7156, 2.7517, 1.7006], [-2.5984, 2.3806, 0.6995], [-2.1228, 1.7405, -0.4329], [-0.7714, 1.4856, -0.5757], [-0.4067, 0.9551, -1.4431], [-2.8070, 1.4280, -1.2077], [-3.6538, 2.5795, 0.8043], [-2.0838, 3.2350, 2.5926], [0.3340, 2.8041, 2.3376], [2.0803, 1.5649, -0.9785], [1.8433, 2.6079, -1.9482], [0.8297, 2.9844, -1.8295], [1.9521, 2.1943, -2.9498], [2.5435, 3.4405, -1.8255], [5.0962, 0.2146, -1.6328], [3.7399, 0.2573, -2.7687], [4.5753, 1.7506, -2.3365]],
  "mulliken_charge": [-1.7563, 0.8593, -0.4058, -0.0539, -0.0058, -0.4150, -0.4813, 0.1831, -0.7453, 0.6653, -0.8337, 1.0458, -0.4447, -0.5146, 0.0391, -0.4740, -0.7541, 0.4024, 0.4785, 1.0042, -0.6172, -0.6262, 0.5312, 0.5211, 0.3276, -0.3110, 0.3911, 0.2900, 0.2354, 0.4703, -0.7270, 0.3355, -0.2476, -0.3837, -0.9240, -0.5097, -1.1073, 0.9533, 0.5461, 0.3952, 0.4986, 0.4159, 0.4626, 0.1625, -1.2069, 0.4502, 0.3911, 0.3405, 0.3967, 0.3537, 0.3989]
}

# 6
{
  "formula": "C10H18N2OS",
  "method": "ωB97M-V/def2-TZVPD",
  "orbital_gap_ev": 7.90,
  "homo_energy_ev": -15.13,
  "total_charge": 2,
  "spin_multiplicity": 1,
  "symbols": ["C", "C", "C", "C", "C", "C", "C", "C", "C", "C", "N", "N", "O", "S", "H", "H", "H", "H", "H", "H", "H", "H", "H", "H", "H", "H", "H", "H", "H", "H", "H", "H"],
  "coordinates": [[-0.0660, 0.4140, 2.0532], [-1.3535, 0.1307, 1.5237], [0.6657, 0.7827, 0.9405], [-1.3087, 0.4921, 0.1627], [-2.3328, -1.8755, -0.8967], [-2.6610, 0.8992, -2.1031], [4.0610, 0.5083, -0.6269], [2.9995, -1.1480, 0.9072], [2.0787, 1.1599, 0.6674], [-2.5685, 0.5255, -0.6588], [-3.7248, 0.6378, 0.0145], [2.7983, 0.0054, 0.0684], [-0.1148, 0.8497, -0.2093], [-3.2752, -3.1065, -0.6349], [0.3496, 0.1835, 2.9429], [-2.2188, -0.1196, 2.1502], [-1.5490, -2.1650, -1.5459], [-2.9865, 0.0603, -2.7194], [-3.4040, 1.6317, -2.1991], [-1.6292, 1.1896, -2.3757], [4.2068, 0.5096, -1.7180], [4.0988, 1.5757, -0.3426], [4.9115, -0.0230, -0.2159], [3.5322, -0.9008, 1.8302], [2.0716, -1.6380, 1.3139], [3.3045, -1.9736, 0.2610], [1.9798, 1.9203, -0.1087], [2.5608, 1.4032, 1.5759], [-4.0532, -2.5295, 0.3173], [-4.5076, 0.6922, -0.5848], [-3.9895, 0.1825, 0.8670], [2.1244, -0.2747, -0.6559]],
  "mulliken_charge": [-1.7385, -0.0523, 0.7931, 0.3964, -0.2087, -1.4053, -0.7598, -0.9973, -0.9914, 0.9641, -0.3719, 0.1729, -0.4277, 0.0014, 0.5781, 0.3569, 0.2658, 0.3529, 0.5072, 0.3473, 0.3546, 0.3403, 0.3724, 0.4175, 0.3267, 0.4368, 0.5358, 0.4331, 0.1440, 0.2697, 0.2298, 0.3561]
}

# 7
{
  "formula": "C2HFNO4",
  "method": "ωB97M-V/def2-TZVPD",
  "orbital_gap_ev": 9.14,
  "homo_energy_ev": -5.44,
  "total_charge": -1,
  "spin_multiplicity": 1,
  "symbols": ["C", "C", "N", "O", "O", "O", "O", "F", "H"],
  "coordinates": [[1.8610, -0.6535, -0.2857], [0.0665, -0.5800, 0.2052], [-0.7191, -1.3289, -0.6390], [2.3532, -1.6807, 0.0392], [2.0634, 0.3835, -0.8383], [-1.0183, -0.7409, -1.6901], [-0.9889, -2.5001, -0.4255], [-0.1850, -1.2440, 1.8331], [-0.2076, 0.4487, 0.3628]],
  "mulliken_charge": [0.5982, 0.0266, 0.8376, -0.5361, -0.5642, -0.5844, -0.5342, -0.4863, 0.2427]
}

# 8
{
  "formula": "C4H3NOS",
  "method": "ωB97M-V/def2-TZVPD",
  "orbital_gap_ev": 8.52,
  "homo_energy_ev": -8.87,
  "total_charge": 0,
  "spin_multiplicity": 1,
  "symbols": ["C", "C", "C", "C", "N", "O", "S", "H", "H", "H"],
  "coordinates": [[0.5768, -0.7099, -0.8993], [0.1015, 0.5960, -1.1716], [0.6755, -0.9229, 0.4568], [0.0404, 1.2561, 0.2300], [0.4792, 0.2742, 1.1360], [-2.2248, 0.4839, 1.3554], [-0.9757, 1.1479, 1.6644], [0.6697, -1.3548, -1.8504], [-0.4115, 0.9855, -2.0232], [1.0689, -1.7560, 1.1020]],
  "mulliken_charge": [-0.0363, -0.3793, -0.5179, 0.0576, -0.1533, -0.4507, 0.4559, 0.2915, 0.3775, 0.3551]
}

Energy relative to the best compared isomer or geometry (same formula, charge and spin) (computed, kJ/mol): 111.99, 108.58, 135.26, 34.71, 501.47, 142.32, 69.04, 290.36